The following is a quantum chemistry calculation of C25H28N5O3Y as an isolated structure in a non-equilibrium geometry, from OMol25.

Each line ends with the Löwdin charge.
Element x y z (Å)
1 H -1.3914 -3.6014 3.1723  0.13
2 C 1.9789 2.4048 -2.3688  -0.08
3 H -2.8704 -4.9935 1.6529  0.10
4 H 4.8756 0.6725 -2.2681  0.17
5 H -2.8952 3.8732 -2.3895  0.13
6 C 3.3196 0.2067 2.8904  -0.22
7 H 4.6335 0.0677 4.6421  0.09
8 H -5.1183 1.0279 -0.1604  0.12
9 Y -0.6425 -2.2106 -0.6787  1.54
10 C 0.5451 -2.2326 2.3061  -0.08
11 H -3.5614 -2.7494 2.0468  0.12
12 N -2.8023 -1.8819 0.1805  -0.07
13 H 1.8218 3.2341 -3.0557  0.13
14 H -5.2060 4.0718 -2.4896  0.10
15 N 4.4114 0.8164 -1.3724  0.09
16 H 2.3066 2.4121 -0.0995  0.10
17 O 1.4691 -1.6506 -0.4057  -0.17
18 H -6.2584 2.7519 -1.8279  0.07
19 C 3.8239 0.3598 1.6324  0.01
20 H -1.9619 -4.6103 0.2389  0.08
21 C 2.0603 -1.1483 0.6174  -0.27
22 C 4.2372 2.2561 -1.0389  -0.16
23 C 3.9813 0.7946 4.1578  -0.01
24 H 4.4630 1.7089 3.9300  0.07
25 C -1.0985 -3.9233 2.1421  -0.17
26 H 2.9879 3.8205 -0.9966  0.13
27 C 3.2972 -0.3087 0.4993  -0.10
28 C -1.9190 0.7766 -1.1174  -0.25
29 H 4.7312 2.4825 -0.0646  0.14
30 C 2.2438 -0.7159 2.9667  0.03
31 H -4.4725 -0.7888 0.7080  0.15
32 C -3.5275 -0.8148 0.1593  -0.06
33 C 3.9044 -0.2523 -0.7861  0.03
34 O -0.9371 -0.0359 -1.0471  -0.19
35 H -5.5941 4.0141 -0.7828  0.10
36 H 3.1918 0.9147 4.9416  0.10
37 N 0.6584 1.8754 -2.0932  0.06
38 H -4.2671 -3.3275 0.4942  0.13
39 O -1.9506 -4.6848 -4.2009  0.14
40 H 0.4002 -2.3290 3.3976  0.15
41 H 1.9314 -0.8893 4.0274  0.15
42 H -0.6118 -4.9030 2.2754  0.13
43 H 4.0503 -1.2346 -1.2793  0.17
44 H 4.7196 0.9252 1.6529  0.12
45 N -1.3010 -3.4369 -2.2898  -0.09
46 C -2.3246 -4.2203 1.1832  -0.15
47 C -1.6361 -4.0413 -3.2748  -0.48
48 C -1.7748 2.0559 -1.8302  -0.08
49 C -4.1539 2.5550 -1.3348  -0.23
50 C 1.5792 -1.3019 1.9431  -0.14
51 H 0.5539 1.0079 -1.5619  0.12
52 H -0.4022 3.3718 -2.9350  0.15
53 C -3.3449 -3.0192 1.0071  -0.16
54 C -4.2249 1.3796 -0.5950  0.04
55 C -0.4829 2.4919 -2.3207  0.06
56 N -0.1602 -2.9558 1.5435  -0.06
57 C -5.4052 3.3543 -1.6615  -0.03
58 H 4.7784 2.8224 -1.7540  0.12
59 C 2.8232 2.7292 -0.9864  -0.11
60 C -2.9122 2.9011 -1.9105  0.05
61 C -3.2137 0.4234 -0.5343  -0.10
62 H 2.6442 1.7017 -2.8969  0.12

Results
- HOMO level (eV) = -13.625
- energy (hartree) = -1506.92308
- charge = +2
- frontier orbital gap (Ha) = 0.261

The following is a quantum chemistry calculation of one molecule with the formula C4H6O2, from OMol25.

Each line ends with the Löwdin charge.
Element x y z (Å)
1 O 0.9864 -2.2333 1.8915  0.18
2 C -0.9569 0.0832 -0.9722  -0.05
3 H -0.9891 -1.0127 -0.9795  0.09
4 C 0.5823 -1.1755 1.6108  -0.17
5 H 1.4800 0.4562 -1.5720  0.09
6 C 0.2088 0.5587 -0.1075  -0.46
7 C 0.1295 0.0202 1.3014  -0.05
8 H -1.9080 0.4512 -0.5716  0.08
9 H -0.8517 0.4375 -2.0072  0.08
10 H 0.1631 1.6567 -0.0413  0.14
11 H -0.2971 0.6076 2.1037  0.11
12 O 1.4527 0.1502 -0.6560  -0.03

Results
- HOMO level (eV) = -8.925
- SMILES = C[C@H](O)C=C=O
- energy (hartree) = -306.45462
- ΔE to the lowest compared entry with this formula, charge and spin (kcal/mol) = 32.4
- frontier orbital gap (Ha) = 0.355

The following is a quantum chemistry calculation of C6H12Cl6F10Mg2N5O20S10 as an isolated structure in a non-equilibrium geometry, from OMol25.

Each line ends with the Löwdin spin population.
Element x y z (Å)
1 O -0.0112 -3.4570 -3.1615  0.19
2 O -0.0770 2.8082 -0.1368  0.00
3 N 1.5639 -2.8078 1.5864  0.00
4 S -4.8921 0.1266 0.5364  0.01
5 C -1.4469 4.9614 -2.9243  0.00
6 Cl -1.7679 -2.1885 1.2145  0.00
7 Mg 1.2453 -1.4401 0.4949  0.01
8 F -4.3675 -2.1394 -2.1856  0.01
9 H 1.9766 4.5885 -0.2919  0.00
10 H 2.2890 3.7326 1.2383  0.00
11 Cl 3.5056 6.3497 1.4571  0.00
12 F -1.5711 -3.0937 -1.4076  0.00
13 O -1.5510 0.9844 -0.8255  0.01
14 C 3.9383 4.9179 0.5162  0.00
15 F 4.8638 -2.2886 -0.6106  0.00
16 F -4.0935 1.5330 0.5909  0.00
17 C -1.3373 4.0737 -4.1741  0.00
18 O -4.8039 -2.8606 0.0132  0.00
19 N 5.1689 -1.0030 1.3869  0.00
20 N 0.3862 0.1809 0.7525  0.00
21 H -1.5545 4.3043 -2.0613  0.00
22 H -4.1730 -2.9610 2.5575  0.00
23 F -1.9614 -0.1504 -4.8622  0.02
24 H -0.8659 4.5856 -5.0130  0.00
25 O 3.7676 1.2921 1.8536  0.00
26 O -1.4502 1.2531 2.1948  0.00
27 O 2.9747 -0.8375 -0.1721  0.00
28 S -0.0593 1.0421 1.9763  0.00
29 Cl 3.1855 2.6215 -0.7151  0.00
30 H -3.5356 -3.8320 4.0119  0.00
31 F 5.6043 0.7115 3.1518  0.00
32 C 2.7127 4.0194 0.2758  0.00
33 Cl -0.0719 6.0131 -2.4889  0.00
34 O 2.3473 -5.1997 1.1091  0.00
35 S 1.2806 -4.3078 1.5723  0.00
36 N -4.0446 -0.3285 -0.7057  0.01
37 O 0.3117 -4.7522 2.4829  0.00
38 S 4.4279 -0.7928 -0.1488  0.00
39 F 0.7196 0.9235 -1.4617  0.00
40 S -5.0601 -1.7044 -0.8244  0.01
41 O 6.1553 1.4628 1.1047  0.00
42 O -1.6655 -2.4024 -5.1190  0.01
43 H -1.1423 -3.1313 3.1513  0.00
44 O 0.8050 2.0866 2.5390  0.00
45 S -1.0377 -1.3822 -4.2891  0.07
46 H -2.3335 3.7548 -4.4809  0.00
47 O -6.2457 0.6626 0.3304  0.00
48 C -3.3283 -3.4911 2.9976  0.00
49 Cl -0.3789 2.6834 -3.6084  0.01
50 S 5.0978 0.6415 1.6067  0.00
51 H 4.7050 4.3315 1.0226  0.00
52 H -2.3639 5.5404 -3.0336  0.00
53 S 2.4439 -2.8867 3.0279  0.00
54 O -6.4291 -1.5054 -1.2220  0.00
55 O 3.8871 -3.0185 2.8334  0.00
56 C -2.0495 -2.5897 2.8834  0.00
57 Mg -2.7167 -0.1718 -1.9071  0.06
58 O -4.6039 -0.5047 1.8015  0.00
59 F 0.2890 -0.0404 3.1005  0.00
60 O 0.2583 -0.7822 -4.7067  0.06
61 S -0.2904 1.3912 -0.2714  0.01
62 Cl -2.9668 -5.0041 2.0964  0.00
63 F 0.3108 -4.0336 0.2877  0.00
64 O 1.8401 -3.3628 4.2809  0.00
65 H 4.4004 5.1997 -0.4300  0.00
66 O 0.4839 -1.8852 -1.2488  0.05
67 S -0.4385 -2.3953 -2.2931  0.22
68 N -1.5610 -1.1409 -2.8618  0.22
69 H -2.1995 -1.6559 3.4252  0.00
70 F 2.3910 -1.2771 3.2958  0.00
71 O 5.1100 0.0290 -1.1155  0.00

Results
- HOMO level (spin up / spin down) (eV) = -1.471 / -5.841
- energy (hartree) = -10156.21283
- charge = -2
- 2S+1 = 2
- frontier orbital gap (spin up / spin down) (Ha) = 0.145 / 0.304

The following is a quantum chemistry calculation of C7H10F6KO6P as an isolated structure in a non-equilibrium geometry, from OMol25.

Each line ends with the Löwdin charge.
Element x y z (Å)
1 C 1.1590 -0.1738 -1.3472  -0.43
2 C -3.0650 -2.9872 0.5924  -0.52
3 F 0.7289 1.0376 5.6245  -0.14
4 H -4.4433 -0.0794 0.7047  0.14
5 O 1.5574 -0.2354 -2.6747  0.08
6 F -0.2195 -0.6439 4.6698  -0.17
7 H 2.4502 2.2301 -4.6764  0.10
8 C 2.3502 1.6678 -1.8269  -0.09
9 F 1.6675 1.8305 3.8638  -0.17
10 F 0.4891 0.1935 2.5534  -0.22
11 C -3.8601 -0.8742 0.2396  -0.04
12 O -1.9687 -2.1591 0.4175  -0.02
13 H 3.3665 1.9368 -1.5389  0.13
14 O -3.1083 -4.2389 0.6315  0.11
15 K 0.6713 -2.4333 1.6488  0.94
16 C 2.4243 0.7086 -3.0930  -0.37
17 H -3.9242 -0.7456 -0.8409  0.14
18 C -2.3738 -0.8515 0.6147  -0.17
19 F -0.7405 1.7255 4.0266  -0.22
20 H -1.7973 -0.2548 -0.0921  0.13
21 F 1.8610 -0.2841 4.3195  -0.16
22 H 0.8904 1.6867 -4.1826  0.10
23 H 1.8819 0.6584 -5.1573  0.09
24 H 1.8909 2.6358 -2.0270  0.13
25 O 0.7233 -1.0433 -0.6479  0.06
26 H 3.4374 0.3106 -3.1497  0.16
27 O -4.0759 -2.2069 0.7616  0.09
28 H -2.1179 -0.4175 1.5813  0.14
29 O 1.6228 1.0245 -0.8040  0.08
30 C 1.9185 1.3497 -4.3154  -0.03
31 P 0.6039 0.6328 4.1245  0.14

Results
- HOMO level (eV) = -11.061
- energy (hartree) = -2264.89153
- ΔE to the lowest compared entry with this formula, charge and spin (kcal/mol) = 0.0
- frontier orbital gap (Ha) = 0.386

The following is a quantum chemistry calculation of a 3-piece molecular cluster, C24H55BIN6O8 overall in a non-equilibrium geometry, from OMol25.

Each line ends with the Löwdin charge.
Element x y z (Å)
1 H 0.1607 -2.2345 -0.2128  0.09
2 H -0.5428 0.0179 0.1674  0.09
3 H 0.8485 -0.2926 1.1862  0.11
4 C 5.1109 -2.6101 2.2199  0.02
5 H -0.7678 -5.0152 1.7766  0.07
6 H 3.1497 0.9900 0.4738  0.08
7 C 3.2952 -1.5790 -1.2730  -0.17
8 O 4.1011 4.7826 -1.7897  0.22
9 C -2.9533 1.6832 -0.4575  -0.08
10 C 5.3051 -1.7944 -0.1191  -0.49
11 H -2.2920 -5.1981 5.6280  0.09
12 H -1.4424 2.3322 -3.5339  0.12
13 H -3.2119 3.4438 -2.5558  0.06
14 H -2.7412 -3.5449 -1.1956  0.12
15 H -4.1600 -2.8256 0.5291  0.12
16 C 0.5291 -0.1595 0.1481  -0.18
17 H 1.1604 3.5891 1.9557  0.06
18 O -5.5564 3.9043 -1.5559  -0.19
19 H -1.7322 -0.0253 -2.9653  0.12
20 H -4.9881 1.6695 -2.7856  0.10
21 H -2.5182 -2.3225 0.9015  0.11
22 C -4.8868 5.1054 -1.2389  -0.12
23 H -0.9839 -6.1642 4.9198  0.09
24 H -2.3841 -3.9185 2.5615  0.06
25 C 0.8486 -1.4695 -0.5764  -0.17
26 H -3.2224 -5.0174 -0.3783  0.11
27 C -2.4363 1.8771 -3.5784  -0.20
28 H -5.1863 -4.6243 2.2065  0.13
29 N -3.4054 2.9540 -3.4187  -0.05
30 O -1.2586 -4.4030 -0.1588  -0.20
31 C -2.6380 -4.0977 -0.2581  -0.22
32 C 5.6806 -2.6980 1.0149  -0.05
33 H 3.5076 -0.5069 -1.2666  0.10
34 H -5.2724 5.9447 -1.8245  0.09
35 H -2.9296 2.7695 -0.5838  0.07
36 C 1.2659 1.0427 -0.4877  -0.15
37 H 8.0265 3.0910 -1.1703  0.10
38 C -0.9214 -5.4167 0.7705  -0.09
39 H 5.7091 -2.6831 3.1212  0.06
40 C 3.7185 3.4296 0.9934  -0.45
41 N 4.7405 4.0970 0.5222  0.31
42 H -3.8031 5.0377 -1.3984  0.07
43 H 1.8904 1.6002 1.5200  0.10
44 H -3.9679 1.3229 -0.6403  0.09
45 C 2.2622 1.6307 0.4928  -0.20
46 H -0.0278 4.3485 1.0814  0.08
47 O -2.0041 1.0316 -1.2832  -0.22
48 C -3.9685 -5.5656 3.6838  -0.21
49 C 6.9780 3.0485 -1.4498  -0.01
50 H -3.9065 -5.6671 1.5718  0.10
51 O -2.6875 -6.1626 3.8316  -0.19
52 O 4.5321 -2.2907 -1.1198  0.01
53 N 0.9668 4.2596 1.2265  0.06
54 H -1.3774 -4.5803 4.2321  0.07
55 O 6.3928 4.3469 -1.2044  0.07
56 B 5.0715 4.4059 -0.9272  -0.66
57 H 5.4383 4.3841 1.2007  0.17
58 H 2.2965 -3.0150 -0.0525  0.13
59 C 2.2775 -1.9344 -0.1990  -0.15
60 N 3.6247 3.1716 2.3642  -0.38
61 H -4.7033 -6.3707 3.7613  0.12
62 H -2.6881 1.4642 0.5783  0.09
63 H 6.4310 -3.4546 0.7991  0.12
64 C -5.7166 3.6485 -2.9452  -0.21
65 H 2.1905 4.9323 -0.3267  0.11
66 N 2.7504 2.9855 0.1263  -0.04
67 H -4.1652 -4.8577 4.4952  0.12
68 H 3.9392 4.1599 -2.5077  0.14
69 C -4.1367 -4.9082 2.3311  -0.21
70 C -4.8031 2.5421 -3.4260  -0.21
71 H 6.4856 2.2590 -0.8769  0.09
72 H -2.5475 1.4645 -4.5866  0.12
73 H -1.6780 -6.2040 0.8067  0.09
74 C -2.4476 0.7132 -2.5936  -0.21
75 H 1.7845 0.6904 -1.3793  0.11
76 H -3.4182 0.2062 -2.5495  0.12
77 H 2.5450 -1.4357 0.7375  0.10
78 H -5.0875 2.2684 -4.4465  0.13
79 H 3.9048 3.9937 2.8929  0.07
80 H 0.0225 -5.8536 0.4445  0.09
81 I 4.7644 1.5460 2.9425  0.98
82 H 0.7168 -1.3939 -1.6577  0.12
83 H -5.0650 5.3058 -0.1836  0.09
84 H -5.5740 4.5628 -3.5293  0.12
85 H -6.7487 3.3206 -3.0901  0.12
86 O 5.7316 -0.6718 -0.1249  0.10
87 H 6.9220 2.8297 -2.5151  0.10
88 C -1.8011 -5.4816 4.6923  -0.12
89 C -3.1779 -3.1940 0.8458  -0.20
90 H 0.5067 1.7531 -0.8131  0.09
91 N -3.3068 -3.7179 2.2004  -0.05
92 H 4.0359 -2.5253 2.3512  0.06
93 C 1.6921 4.0171 -0.0107  -0.21
94 H 2.8981 -1.8308 -2.2542  0.13
95 H 1.0301 3.7416 -0.8300  0.12

Results
- HOMO level (eV) = -10.288
- energy (hartree) = -2200.12121
- charge = +1
- frontier orbital gap (Ha) = 0.209

The following is a quantum chemistry calculation of a 2-piece molecular cluster, C2H7NO2 overall, from OMol25.

Each line ends with the Löwdin charge.
Element x y z (Å)
1 H 2.3632 -1.2899 -0.4198  0.13
2 H -0.0354 -2.3376 1.7562  0.08
3 C -0.3784 -1.4786 1.1901  0.02
4 H -0.5474 1.7133 -0.9138  -0.03
5 H -1.1494 -1.8032 0.4904  0.10
6 O 0.8483 0.3121 0.1562  0.08
7 O 1.6753 -1.7613 0.0749  0.10
8 N -1.0910 2.3964 -1.4285  0.01
9 H -0.8038 -0.7348 1.8582  0.09
10 H -1.0495 3.2644 -0.9090  0.00
11 H -0.5840 2.5743 -2.2892  0.00
12 C 0.7522 -0.8552 0.4342  -0.58

Results
- HOMO level (eV) = -9.699
- SMILES = CC(=O)O.N
- energy (hartree) = -285.66059
- ΔE to the lowest compared entry with this formula, charge and spin (kcal/mol) = 7.0
- frontier orbital gap (Ha) = 0.381